76
Properties=species:S:1:pos:R:3:forces:R:3 method="wB97M-V/def2-TZVPD" homo_lumo_gap_ev=5.94 total_charge=-2 multiplicity=2 homo_energy_ev=-2.11 e_lumo_ev=3.831
Yb 0.40676 -1.14652 0.22844 -0.316 0.006 0.245
S -0.05417 -3.14325 2.14461 -0.033 0.100 0.031
C -1.61039 -2.44896 2.44860 0.041 -0.175 0.168
S -1.74529 -0.74646 2.28511 -0.052 0.007 -0.118
C -2.71353 -3.24158 2.80064 -0.356 -0.144 0.025
C -4.00121 -2.66665 3.07382 0.449 -0.227 -0.071
N -5.05557 -2.25516 3.30579 -0.032 -0.002 -0.011
C -2.65942 -4.67483 2.85521 0.056 0.561 -0.047
N -2.66475 -5.83052 2.86896 -0.033 -0.020 0.030
S 3.72661 -5.27225 -1.24146 0.002 -0.006 0.123
Sb 3.21304 -3.05954 -1.24157 0.306 -0.002 -0.234
S 0.97586 -2.71322 -1.97419 0.165 0.042 0.204
S 2.96425 -1.96709 0.84508 0.057 -0.209 -0.064
S 4.49722 -1.70839 -2.61594 -0.048 0.062 -0.048
C -2.37562 3.27312 -1.56793 0.044 -0.093 0.001
C -2.17025 3.16295 -0.05650 -0.022 -0.053 0.031
P -0.74188 2.12382 0.51964 -0.071 0.065 -0.001
C -0.73697 2.54877 2.34203 -0.018 0.049 -0.022
C -1.55851 3.72525 2.87258 0.013 -0.029 -0.029
C 0.68386 3.12134 -0.08065 -0.022 0.090 -0.023
C 0.72060 4.61434 0.23481 0.047 -0.010 -0.025
H -3.11809 4.04684 -1.78646 0.009 -0.025 -0.008
H -2.71768 2.33220 -2.00116 0.055 0.077 0.061
H -1.45051 3.53755 -2.08786 -0.036 0.005 0.045
H -3.05966 2.72823 0.40784 -0.025 0.022 -0.005
H -2.05253 4.16239 0.36177 -0.053 0.075 0.047
H 0.31691 2.68589 2.59946 0.021 -0.005 -0.012
H -1.05022 1.64106 2.85816 0.004 -0.021 0.019
H -1.29219 4.67759 2.41050 0.011 -0.013 -0.015
H -1.39892 3.82789 3.94973 -0.012 -0.004 -0.007
H -2.62804 3.57041 2.72017 0.025 -0.006 -0.019
H 0.75842 2.94486 -1.15604 0.010 -0.013 0.003
H 1.55607 2.61438 0.33956 -0.014 0.006 0.047
H -0.11915 5.15153 -0.21357 0.002 -0.041 0.012
H 1.63671 5.06504 -0.15857 -0.013 0.005 0.006
H 0.69959 4.80214 1.31103 0.000 -0.013 -0.014
S -0.96595 0.20133 -2.41278 -0.170 0.014 -0.213
C -0.23203 -0.04804 -3.89041 0.437 -0.058 -0.060
N 1.03183 -0.45155 -4.10573 -0.450 0.155 -0.184
C 1.28294 -0.73395 -5.51415 -0.062 0.011 0.154
C -0.10996 -0.57469 -6.15383 -0.006 0.061 0.115
N -0.83814 0.14095 -5.10654 -0.006 0.063 -0.034
H 1.45184 -1.03274 -3.37820 0.098 -0.285 -0.107
H 1.69200 -1.73509 -5.63117 0.018 -0.034 0.007
H 1.99739 -0.02031 -5.92546 0.031 0.043 0.010
H -0.56841 -1.54401 -6.36623 -0.018 -0.047 0.018
H -0.07152 0.00235 -7.07683 -0.009 0.021 -0.021
H -1.84305 0.18211 -5.09506 0.020 -0.032 -0.010
C 3.31134 1.35718 3.51830 -0.014 -0.055 0.051
N 2.32542 0.37138 3.90911 -0.124 -0.012 0.086
C 2.41354 -0.21022 5.23099 0.083 0.004 -0.071
C 1.41105 -0.07632 3.04148 0.144 0.063 -0.075
O 1.31095 0.36199 1.89258 -0.060 -0.156 -0.163
H 4.29836 0.89621 3.43724 0.006 -0.007 0.005
H 3.34869 2.16025 4.25834 -0.003 0.009 0.002
H 3.03625 1.76292 2.54917 -0.017 -0.018 -0.014
H 2.18122 0.52720 6.00390 0.009 0.030 -0.007
H 3.42083 -0.59510 5.40417 0.003 -0.024 0.003
H 1.71046 -1.03732 5.30737 -0.005 0.010 -0.005
H 0.75521 -0.86932 3.41078 -0.027 -0.031 0.001
C -3.66595 -3.48370 -1.00687 -0.218 0.021 -0.010
S -1.93074 -3.26873 -1.36352 0.092 0.573 0.369
C -1.41164 -4.83087 -0.67431 0.077 -0.079 0.070
O -1.58770 -2.15814 -0.37092 -0.061 -0.335 -0.560
H -3.78517 -3.59953 0.07157 -0.006 0.007 -0.030
H -4.03075 -4.36134 -1.54370 -0.028 0.049 0.027
H -4.17978 -2.58470 -1.34549 0.002 -0.041 0.016
H -1.80715 -5.59909 -1.34482 0.028 0.024 0.048
H -1.80632 -4.94148 0.33430 0.035 -0.024 0.009
H -0.32485 -4.85740 -0.67346 0.005 0.023 -0.006
N 2.86241 1.59904 -1.80127 0.097 -0.244 -0.044
N 2.25592 0.44164 -1.17591 -0.201 -0.039 0.214
H 3.66345 1.23202 -2.32134 0.010 0.059 0.015
H 3.25680 2.15203 -1.04700 -0.086 0.024 -0.006
H 2.97526 -0.10187 -0.69452 0.088 0.031 -0.084
H 1.98457 -0.15626 -1.95141 0.126 0.168 0.158


63
Properties=species:S:1:pos:R:3:forces:R:3 method="wB97M-V/def2-TZVPD" homo_lumo_gap_ev=7.82 total_charge=+1 homo_energy_ev=-12.87 e_lumo_ev=-5.047
C -1.98168 -4.97455 -0.48725 0.419 0.497 -0.566
C -2.38307 -3.73690 -1.34166 0.927 -0.402 0.691
C -1.65910 -3.82531 -2.69210 -0.814 -0.016 -0.768
C -2.01337 -2.71373 -3.71380 0.206 0.204 0.576
C -2.20431 -1.28515 -3.11424 0.022 0.101 -1.070
C -3.59916 -0.73958 -3.49940 0.505 0.233 -0.269
C -3.75262 0.78281 -3.30989 -0.500 -0.840 0.515
C -3.91554 1.10320 -1.80580 0.045 1.167 -0.393
C -3.55669 2.57755 -1.47660 0.006 -0.642 -0.521
C -2.09932 2.93705 -1.88071 -0.571 0.848 -0.159
C -1.33317 3.72315 -0.80505 -0.421 -0.225 0.284
C -0.79161 2.86646 0.37939 0.747 0.433 -0.332
C -0.53412 1.38147 0.04227 0.532 0.045 0.729
C 0.60668 0.86598 0.96669 -0.850 0.531 0.444
S 1.24806 -0.69256 0.26991 -0.229 -0.062 -0.727
N 2.91921 -0.44922 0.02877 -1.342 -1.063 -0.180
C 3.09734 0.34843 -0.90097 0.488 1.375 0.305
S 3.37673 1.58096 -1.77547 0.047 -0.550 -0.280
H -2.02289 -4.77484 0.58810 -0.408 -0.252 -0.169
H -2.52744 -5.87469 -0.78433 -0.027 0.157 0.307
H -0.92034 -5.16286 -0.71483 -0.229 -0.125 0.157
H -3.46932 -3.63424 -1.44477 0.183 -0.077 -0.121
H -2.03413 -2.86419 -0.76672 -0.173 -0.010 -0.282
H -1.97602 -4.77725 -3.14987 0.238 0.146 0.108
H -0.56809 -3.91122 -2.58796 -0.231 0.170 0.337
H -1.22289 -2.65371 -4.47318 -0.182 -0.181 0.119
H -2.92868 -2.98232 -4.25667 0.140 -0.022 0.223
H -1.99068 -1.22578 -2.04114 -0.208 -0.126 -0.139
H -1.46806 -0.62953 -3.61196 -0.140 -0.046 0.266
H -3.72672 -0.94888 -4.57221 -0.035 -0.088 0.263
H -4.37751 -1.30502 -2.96500 0.075 0.243 -0.089
H -2.89725 1.29367 -3.76906 -0.118 -0.088 0.138
H -4.65410 1.08723 -3.86040 0.235 0.188 0.189
H -4.97808 0.99848 -1.55038 0.326 -0.494 0.170
H -3.28177 0.42126 -1.22299 -0.306 0.054 0.049
H -3.78352 2.80816 -0.42691 0.241 -0.105 -0.118
H -4.25084 3.18572 -2.07467 0.192 0.039 0.248
H -1.56768 2.05295 -2.25400 -0.009 0.156 0.254
H -2.18359 3.60466 -2.75057 0.213 -0.217 0.120
H -0.53501 4.33308 -1.24728 0.000 -0.392 0.040
H -2.03538 4.45072 -0.37363 0.190 -0.082 -0.165
H -1.41387 2.99409 1.27312 -0.020 -0.363 -0.247
H 0.18376 3.30079 0.66029 -0.279 -0.014 0.001
H -0.18225 1.24029 -0.98661 -0.417 0.144 0.085
H -1.44223 0.80178 0.24572 0.206 -0.087 -0.458
H 0.23149 0.74755 1.99003 0.329 -0.346 -0.134
H 1.42584 1.59629 1.00965 0.113 -0.467 -0.146
H 1.14090 -1.67022 1.21133 0.693 0.565 0.250
O 4.87958 -0.70826 6.31527 -0.278 0.002 -0.123
S 5.12224 0.60532 5.80550 0.521 0.233 0.078
O 4.05133 1.54360 5.65275 -0.152 -0.193 0.020
O 5.89075 0.47401 4.40515 0.100 0.105 0.145
C 5.27362 -0.32147 3.38695 -0.340 -0.285 -0.409
C 4.07075 0.37118 2.77151 -0.331 0.041 0.177
C 6.42168 1.36643 6.71582 0.110 0.002 -0.060
H 5.00373 -1.30125 3.78703 0.020 0.074 0.145
H 6.03310 -0.48316 2.62319 0.172 0.116 0.188
H 3.27135 0.49298 3.50445 0.057 0.021 0.032
H 3.67445 -0.21112 1.93354 0.420 0.081 0.388
H 4.33991 1.36805 2.41619 0.034 -0.037 -0.047
H 7.25025 0.66855 6.80306 -0.030 -0.011 -0.025
H 6.02433 1.60760 7.69966 -0.078 -0.046 -0.032
H 6.72501 2.27555 6.20273 -0.032 -0.015 -0.011


60
Properties=species:S:1:pos:R:3:forces:R:3 method="wB97M-V/def2-TZVPD" homo_lumo_gap_ev="6.78 / 5.53" total_charge=+2 multiplicity=4 homo_energy_ev="-14.79 / -15.08" e_lumo_ev="-8.014 / -9.546"
P 3.34304 -0.11471 -0.42878 2.995 -0.991 -1.418
P 1.33886 -2.35234 -1.57514 2.177 -2.158 -0.893
C 4.03773 -1.74308 -1.02133 -0.679 -0.397 0.199
C 3.14594 -2.38838 -2.07312 -0.062 0.457 0.151
H 4.15760 -2.38606 -0.13649 -0.041 0.082 -0.275
H 5.03575 -1.54270 -1.43532 -0.167 0.128 0.261
H 3.22970 -1.88590 -3.04944 0.059 -0.095 0.311
H 3.42446 -3.44200 -2.21355 -0.132 0.232 -0.064
C 1.38070 -3.84773 -0.48900 -0.395 0.390 0.395
H 0.35017 -4.13094 -0.24089 0.272 -0.055 0.092
H 1.93262 -3.63296 0.43511 -0.202 -0.124 -0.142
H 1.86609 -4.67482 -1.02451 -0.152 0.280 0.101
C 0.74860 -3.16658 -3.11270 -0.681 0.422 -0.072
H 1.25628 -4.13247 -3.24178 -0.130 0.295 0.111
H 0.96851 -2.52365 -3.97464 -0.164 -0.175 0.153
H -0.33414 -3.32884 -3.04467 0.213 -0.063 -0.216
C 4.64607 0.27978 0.78667 -0.670 0.321 0.795
H 4.45599 1.28004 1.19491 0.253 -0.229 0.071
H 5.62913 0.25587 0.29753 -0.333 -0.015 -0.008
H 4.61161 -0.46396 1.59257 0.088 0.284 -0.080
C 3.94639 0.89688 -1.84790 -0.866 0.467 0.015
H 3.41449 0.63388 -2.77172 0.119 0.131 0.219
H 5.02181 0.71705 -1.98479 -0.328 -0.021 0.172
H 3.78339 1.95948 -1.62961 0.079 -0.165 -0.202
Re -1.86851 1.49174 0.72037 -4.504 3.546 -0.477
C -1.71838 -0.07842 -0.81565 0.527 -3.115 0.276
C -1.64855 -0.62466 0.53440 -0.235 -0.460 -1.412
C -0.35864 -1.07183 1.18266 0.589 -0.340 0.491
C 0.46154 0.02987 1.88998 0.134 -0.401 0.569
C 0.04779 1.44376 1.60478 0.182 0.655 -0.422
C 0.06895 2.02548 0.25418 0.613 0.234 0.835
C 0.51096 1.21445 -0.93475 0.175 0.091 -0.604
C -0.52600 0.30129 -1.62798 -0.101 1.014 -0.418
C -1.98740 3.29489 1.84183 -0.072 0.359 0.942
H -2.62875 -0.28673 -1.39247 0.098 0.554 0.453
H -2.53256 -1.19170 0.85658 0.131 0.405 -0.176
H 0.28810 -1.59932 0.46790 -0.381 0.227 0.089
H -0.62353 -1.81516 1.94693 0.042 0.116 -0.304
H 0.35808 -0.12840 2.97148 0.123 0.117 -0.238
H 1.52892 -0.10088 1.67465 0.031 -0.045 0.040
H 0.20858 2.14054 2.43540 -0.065 -0.272 -0.396
H 0.25411 3.10556 0.18408 -0.102 -0.479 0.024
H 1.34157 0.56390 -0.60128 -0.168 0.085 0.032
H 0.91879 1.89526 -1.69348 -0.025 -0.237 0.185
H -0.85079 0.79461 -2.55434 -0.103 -0.122 0.249
H -0.00184 -0.61225 -1.97380 -0.284 0.113 0.239
H -2.81027 3.90916 1.44810 0.229 -0.272 -0.116
H -1.07032 3.89432 1.85631 -0.140 -0.239 0.001
H -2.25159 3.05135 2.88090 0.152 0.110 -0.124
C -4.48497 1.26991 2.68361 -0.031 0.327 0.176
C -4.84825 1.32123 1.21161 -1.369 0.223 -0.024
C -6.03596 2.24616 0.92233 0.121 0.163 0.307
O -3.75826 1.72223 0.37321 2.321 -0.896 0.574
H -4.46349 2.28261 3.11263 0.066 -0.320 -0.095
H -3.50621 0.79758 2.84049 -0.075 -0.073 0.087
H -5.23640 0.69007 3.23079 0.179 0.093 -0.115
H -5.15407 0.30826 0.89459 0.412 0.168 -0.158
H -5.80088 3.28096 1.21435 -0.035 -0.303 -0.069
H -6.28778 2.23565 -0.13646 0.046 -0.031 -0.013
H -6.92479 1.93262 1.48463 0.267 0.003 -0.084


| no. | DFT total energy (eV) |
| --- | --- |
| 1 | -167853.6827 |
| 2 | -59411.0819 |
| 3 | -42016.5073 |